No. 1
The following is a quantum chemistry calculation of a structure of composition C45H53F4N7RbS2Si2, from the OMol25 dataset.

Geometry as XYZ:
```
114
Properties=species:S:1:pos:R:3:lowdin_charge:R:1
Rb 0.079 -1.004 -0.238 0.653
C 2.996 1.962 3.212 -0.053
C 3.119 1.095 1.975 -0.194
C 3.319 -0.285 2.107 -0.181
C 3.432 -0.913 3.479 -0.034
C 3.445 -1.089 0.968 -0.197
C 3.568 -2.593 1.093 -0.034
C 3.417 -0.506 -0.305 -0.206
C 3.684 -1.359 -1.528 -0.022
C 3.140 0.860 -0.436 -0.198
C 2.959 1.452 -1.820 -0.029
C 3.033 1.667 0.700 -0.182
C 2.884 3.164 0.526 -0.039
H 2.379 2.839 3.029 0.046
H 3.974 2.313 3.557 0.096
H 2.536 1.415 4.034 0.061
H 2.457 -1.251 3.850 0.072
H 3.843 -0.213 4.205 0.071
H 4.091 -1.778 3.459 0.077
H 4.612 -2.918 1.133 0.098
H 3.106 -3.095 0.243 0.081
H 3.071 -2.958 1.991 0.063
H 2.787 -1.869 -1.895 0.060
H 4.416 -2.133 -1.302 0.095
H 4.081 -0.771 -2.352 0.082
H 2.274 2.300 -1.807 0.072
H 2.559 0.716 -2.517 0.064
H 3.905 1.802 -2.243 0.106
H 1.838 3.467 0.419 0.073
H 3.406 3.507 -0.366 0.079
H 3.302 3.711 1.369 0.074
C -0.649 0.221 -3.432 -0.029
C -2.065 -0.001 -3.002 -0.307
C -3.028 -0.401 -3.972 0.007
C -4.301 -0.633 -3.588 0.003
C -4.661 -0.473 -2.227 -0.150
C -5.971 -0.728 -1.765 -0.024
C -6.273 -0.601 -0.444 -0.065
C -5.270 -0.193 0.463 -0.116
C -3.994 0.085 0.049 -0.456
S -2.777 0.408 1.302 0.862
C -3.649 -0.072 -1.328 -0.243
N -2.365 0.157 -1.735 0.104
H -0.601 0.658 -4.429 0.095
H -0.125 -0.737 -3.477 0.067
H -0.132 0.880 -2.736 0.067
H -2.720 -0.530 -5.002 0.124
H -5.051 -0.949 -4.304 0.123
H -6.725 -1.038 -2.479 0.117
H -7.273 -0.806 -0.086 0.106
H -5.503 -0.090 1.516 0.098
C -0.122 -2.036 5.648 -0.054
N -1.330 -2.014 4.864 -0.170
C -2.579 -1.508 5.415 -0.108
C -3.543 -1.592 4.221 -0.140
N -2.780 -2.400 3.276 0.018
C -1.472 -2.516 3.618 -0.866
S -0.275 -3.124 2.625 0.622
H 0.182 -1.019 5.915 0.085
H 0.664 -2.501 5.058 0.045
H -0.272 -2.610 6.567 0.092
H -2.453 -0.482 5.764 0.115
H -2.903 -2.118 6.262 0.122
H -3.757 -0.604 3.806 0.068
H -4.483 -2.074 4.483 0.115
H -3.024 -2.447 2.301 0.116
C -2.901 5.136 1.196 -0.180
Si -3.512 3.430 0.727 0.437
C -5.133 3.185 1.609 -0.154
C -3.734 3.436 -1.123 -0.150
C -2.210 2.144 1.216 -0.629
Si -1.399 2.367 2.919 0.413
C -0.298 3.869 2.990 -0.159
C -2.738 2.499 4.211 -0.170
C -0.336 0.873 3.273 -0.166
H -3.588 5.886 0.789 0.040
H -1.906 5.341 0.790 0.041
H -2.866 5.276 2.280 0.020
H -5.856 3.908 1.220 0.041
H -5.024 3.361 2.683 0.024
H -5.548 2.187 1.465 0.010
H -4.636 3.992 -1.395 0.040
H -3.813 2.434 -1.545 0.012
H -2.879 3.929 -1.595 0.043
H -1.428 2.185 0.445 0.044
H -0.851 4.807 3.031 0.019
H 0.369 3.908 2.126 0.021
H 0.327 3.806 3.887 0.040
H -3.216 3.484 4.194 0.028
H -2.325 2.345 5.213 0.035
H -3.515 1.747 4.040 0.018
H 0.522 0.823 2.594 0.033
H -0.888 -0.067 3.173 -0.010
H 0.052 0.925 4.296 0.043
F 3.235 -5.704 -5.621 0.083
C 3.395 -4.372 -5.502 -0.166
C 4.366 -3.785 -6.296 -0.159
F 5.038 -4.608 -7.122 0.084
C 4.671 -2.420 -6.287 -0.078
C 3.861 -1.724 -5.391 -0.166
C 2.886 -2.316 -4.616 -0.168
F 2.188 -1.464 -3.815 0.015
C 2.593 -3.673 -4.608 -0.069
C 1.569 -4.308 -3.740 -0.194
C 0.916 -3.597 -2.740 -0.268
N 0.377 -2.962 -1.917 -0.067
C 1.218 -5.684 -3.784 -0.269
N 0.895 -6.796 -3.755 0.098
F 4.007 -0.390 -5.240 0.069
C 5.699 -1.797 -7.105 -0.220
C 6.624 -2.534 -7.891 -0.284
N 7.415 -3.088 -8.532 0.084
C 5.880 -0.390 -7.172 -0.288
N 6.066 0.752 -7.259 0.079
```

The value obtained for the molecular weight is 973.73 g/mol. The energy above the lowest of the compared OMol25 structures with the same formula, charge and spin is 0.865 eV. Its net charge is -1. The spin multiplicity is 1.

No. 2
The following is a quantum chemistry calculation of a structure of composition C64H76AgClF3N10O2, from the OMol25 dataset.

Geometry as XYZ:
```
157
Properties=species:S:1:pos:R:3:lowdin_charge:R:1
Ag -8.443 0.516 -1.524 0.609
C -11.188 2.076 0.312 -0.407
O -10.353 3.184 0.662 -0.110
O -10.603 1.467 -0.841 -0.303
C -11.984 1.366 1.428 -0.562
F -12.697 0.335 0.817 0.078
F -11.265 0.726 2.341 0.164
F -12.910 2.090 1.977 0.174
C -9.281 2.812 1.530 -0.259
C -8.410 4.006 1.718 -0.088
H -8.728 4.830 2.358 0.086
H -7.534 3.639 2.253 0.084
H -8.042 4.465 0.800 0.048
H -8.639 1.972 1.265 0.071
H -9.597 2.674 2.564 0.123
H -12.036 2.572 -0.160 0.097
C -11.258 1.191 -4.342 0.066
N -10.935 2.628 -4.015 -0.046
C -11.886 3.517 -3.691 0.009
C -11.513 4.682 -3.084 0.054
C -10.163 5.039 -2.806 -0.118
C -9.194 4.164 -3.301 0.063
C -9.582 2.927 -3.821 0.049
C -9.836 6.302 -2.121 -0.138
C -9.848 6.244 -0.716 0.060
C -9.713 7.393 0.044 0.046
N -9.447 8.526 -0.641 -0.071
C -9.374 8.541 -1.938 -0.042
C -9.543 7.479 -2.742 0.041
C -9.336 9.789 0.095 0.068
H -12.285 1.236 -4.705 0.115
H -11.030 0.704 -3.394 0.072
H -10.590 0.744 -5.078 0.124
H -12.880 3.205 -3.975 0.153
H -12.307 5.279 -2.662 0.122
H -8.164 4.455 -3.152 0.120
H -8.847 2.201 -4.137 0.147
H -9.927 5.262 -0.274 0.103
H -9.712 7.280 1.118 0.154
H -9.251 9.495 -2.429 0.174
H -9.543 7.479 -3.822 0.160
H -9.112 9.516 1.126 0.115
H -10.277 10.330 -0.004 0.128
H -8.520 10.383 -0.316 0.127
C -5.029 8.149 -7.089 0.031
N -4.955 8.169 -5.677 -0.084
C -6.103 8.441 -5.016 0.054
C -6.251 8.086 -3.652 0.056
C -5.130 7.503 -3.072 -0.161
C -3.931 7.369 -3.732 0.090
C -3.868 7.704 -5.082 0.076
C -5.230 6.913 -1.701 -0.159
C -4.793 7.632 -0.614 0.066
C -4.739 7.081 0.655 0.034
N -4.997 5.790 0.771 -0.081
C -5.472 5.006 -0.202 0.024
C -5.580 5.583 -1.495 0.057
C -4.770 5.179 2.116 0.067
H -6.006 7.803 -7.424 0.123
H -4.260 7.515 -7.530 0.132
H -4.847 9.146 -7.489 0.143
H -6.916 8.817 -5.619 0.155
H -7.124 8.379 -3.088 0.090
H -3.086 6.852 -3.302 0.159
H -2.964 7.584 -5.659 0.180
H -4.404 8.628 -0.767 0.155
H -4.370 7.617 1.517 0.171
H -5.622 3.963 0.033 0.151
H -5.871 5.036 -2.380 0.122
H -5.250 4.226 2.339 0.103
H -5.118 5.910 2.845 0.116
H -3.685 5.084 2.105 0.136
C -8.511 -6.041 6.139 0.065
N -9.091 -5.383 4.952 -0.067
C -8.369 -5.251 3.796 0.090
C -8.953 -4.566 2.715 0.083
C -10.249 -4.013 2.849 -0.111
C -10.952 -4.158 4.044 0.029
C -10.346 -4.865 5.082 0.045
C -10.913 -3.412 1.618 -0.097
C -10.173 -2.563 0.688 0.082
C -10.807 -2.228 -0.518 0.007
N -12.121 -2.462 -0.729 -0.080
C -12.872 -2.961 0.241 0.023
C -12.216 -3.506 1.342 0.001
C -12.727 -1.780 -1.863 0.024
H -8.763 -5.381 6.970 0.119
H -7.431 -6.054 5.999 0.119
H -8.906 -7.051 6.247 0.136
H -7.381 -5.683 3.852 0.163
H -8.481 -4.581 1.744 0.140
H -12.005 -3.922 4.090 0.112
H -10.786 -4.966 6.063 0.158
H -9.119 -2.336 0.748 0.046
H -10.313 -1.608 -1.251 0.106
H -13.912 -3.107 -0.010 0.165
H -12.859 -4.094 1.979 0.144
H -13.502 -2.415 -2.293 0.123
H -12.014 -1.642 -2.676 0.105
H -13.224 -0.869 -1.528 0.090
C -16.473 7.936 6.042 0.039
N -16.174 6.573 5.644 -0.073
C -15.446 6.391 4.543 0.007
C -15.115 5.079 4.182 0.042
C -15.424 4.012 5.007 -0.152
C -16.085 4.251 6.140 0.061
C -16.536 5.516 6.423 0.101
C -14.820 2.640 4.774 -0.127
C -13.533 2.359 5.214 0.077
C -12.910 1.130 4.893 0.040
N -13.677 0.200 4.295 -0.077
C -14.919 0.382 3.890 0.014
C -15.522 1.612 4.159 0.071
C -13.029 -1.117 3.890 0.043
H -15.670 8.644 5.836 0.120
H -16.681 8.145 7.091 0.133
H -17.395 8.141 5.498 0.128
H -15.200 7.303 4.020 0.140
H -14.559 5.013 3.259 0.111
H -16.227 3.446 6.845 0.167
H -17.094 5.784 7.308 0.176
H -12.914 2.997 5.828 0.147
H -11.892 0.801 5.037 0.152
H -15.371 -0.531 3.531 0.163
H -16.554 1.803 3.906 0.146
H -11.999 -1.163 4.243 0.105
H -13.066 -1.212 2.804 0.075
H -13.665 -1.868 4.360 0.121
C -15.002 2.252 -0.729 0.008
N -15.262 3.662 -0.938 -0.079
C -16.334 4.104 -1.629 0.065
C -16.635 5.457 -1.600 0.085
C -15.886 6.403 -0.891 -0.130
C -14.721 5.950 -0.232 0.055
C -14.483 4.519 -0.182 0.034
C -16.260 7.824 -0.748 -0.143
C -16.406 8.374 0.538 0.018
C -16.795 9.671 0.664 0.043
N -16.904 10.522 -0.430 -0.052
C -16.711 10.059 -1.678 0.082
C -16.508 8.671 -1.843 0.086
C -17.158 11.948 -0.199 0.057
H -15.067 2.023 0.335 0.106
H -14.106 1.793 -1.147 0.099
H -15.800 1.696 -1.222 0.117
H -16.974 3.341 -2.048 0.167
H -17.537 5.850 -2.046 0.156
H -14.037 6.511 0.387 0.120
H -13.587 4.113 0.264 0.114
H -16.329 7.708 1.385 0.121
H -16.993 9.938 1.692 0.158
H -16.694 10.813 -2.451 0.169
H -16.387 8.207 -2.811 0.140
H -17.561 12.393 -1.109 0.126
H -16.344 12.556 0.196 0.130
H -17.972 11.942 0.527 0.126
Cl -7.032 -0.509 0.765 -0.418
```

The value obtained for the molecular weight is 1217.70 g/mol. The energy above the lowest of the compared OMol25 structures with the same formula, charge and spin is 5.123 eV. Its net charge is +9. The spin multiplicity is 1.

No. 3
The following is a quantum chemistry calculation of a cluster of 8 separate species, H16O8 in total, from the OMol25 dataset.

Geometry as XYZ:
```
24
Properties=species:S:1:pos:R:3:nbo_charge:R:1
O -7.998 -18.889 -18.136 -0.964
H -8.532 -19.661 -18.355 0.491
H -7.262 -19.233 -17.618 0.492
O -15.660 -17.187 -19.178 -0.960
H -16.049 -17.704 -18.468 0.463
H -14.864 -16.791 -18.794 0.485
O -13.443 -15.886 -17.988 -0.965
H -13.239 -15.007 -18.322 0.488
H -12.978 -15.948 -17.146 0.493
O -10.687 -19.941 -20.784 -0.956
H -10.850 -19.076 -20.364 0.499
H -10.138 -20.435 -20.172 0.440
O -7.281 -16.768 -20.066 -0.946
H -7.738 -17.461 -19.571 0.482
H -6.623 -16.423 -19.458 0.458
O -11.646 -16.204 -22.253 -0.936
H -12.512 -16.178 -21.837 0.461
H -11.024 -16.052 -21.534 0.475
O -11.146 -17.568 -19.388 -0.988
H -12.006 -17.153 -19.260 0.492
H -10.627 -17.270 -18.625 0.495
O -9.705 -16.865 -17.025 -0.977
H -9.013 -16.293 -16.683 0.482
H -9.237 -17.680 -17.271 0.495
```

The value obtained for the molecular weight is 144.12 g/mol. The energy above the lowest of the compared OMol25 structures with the same formula, charge and spin is 2.078 eV. The spin multiplicity is 1.

Which of these has the highest molecular weight?
C64H76AgClF3N10O2

Which of these has the lowest molecular weight?
H16O8

What did the third record say?
The following is a quantum chemistry calculation of a cluster of 8 separate species, H16O8 in total, from the OMol25 dataset.

Geometry as XYZ:
```
24
Properties=species:S:1:pos:R:3:nbo_charge:R:1
O -7.998 -18.889 -18.136 -0.964
H -8.532 -19.661 -18.355 0.491
H -7.262 -19.233 -17.618 0.492
O -15.660 -17.187 -19.178 -0.960
H -16.049 -17.704 -18.468 0.463
H -14.864 -16.791 -18.794 0.485
O -13.443 -15.886 -17.988 -0.965
H -13.239 -15.007 -18.322 0.488
H -12.978 -15.948 -17.146 0.493
O -10.687 -19.941 -20.784 -0.956
H -10.850 -19.076 -20.364 0.499
H -10.138 -20.435 -20.172 0.440
O -7.281 -16.768 -20.066 -0.946
H -7.738 -17.461 -19.571 0.482
H -6.623 -16.423 -19.458 0.458
O -11.646 -16.204 -22.253 -0.936
H -12.512 -16.178 -21.837 0.461
H -11.024 -16.052 -21.534 0.475
O -11.146 -17.568 -19.388 -0.988
H -12.006 -17.153 -19.260 0.492
H -10.627 -17.270 -18.625 0.495
O -9.705 -16.865 -17.025 -0.977
H -9.013 -16.293 -16.683 0.482
H -9.237 -17.680 -17.271 0.495
```

The value obtained for the molecular weight is 144.12 g/mol. The energy above the lowest of the compared OMol25 structures with the same formula, charge and spin is 2.078 eV. The spin multiplicity is 1.

The lowest molecular weight belongs to which entry?
H16O8